Molecular formula: C23H46N2O5Si
Method: DFT, ωB97M-V/def2-TZVPD

## Properties
structure (SMILES)	C[Si](C)(C)c1ccc(O)c2nccnc12.CC(C)O.CC(C)O.CC(C)O.CC(C)O
total energy	-1679.18520	a.u.
frontier orbital gap	8.2	eV
F_max	1.67	eV/A
lowest unoccupied orbital energy	0.01	eV

CARTESIAN COORDINATES (ANGSTROEM)
Si1 5.314 -3.219 -1.550
O1 -6.022 2.081 2.579
O2 5.291 2.837 -1.067
O3 -1.622 2.027 -2.121
O4 -2.847 -2.114 3.172
O5 1.168 -1.830 -0.442
N1 7.509 1.572 -0.241
N2 7.582 -1.325 -0.420
C1 4.286 -0.596 -1.825
C2 -2.472 2.633 0.051
C3 4.246 0.822 -1.714
C4 4.136 -3.863 -0.212
C5 -4.745 -2.198 1.689
C6 8.574 -0.601 0.035
C7 5.392 -1.321 -1.396
C8 -2.516 2.910 -1.443
C9 -3.983 -1.376 2.717
C10 -7.765 3.704 2.974
C11 6.502 -0.598 -0.847
C12 6.981 -4.110 -1.585
C13 4.469 -3.600 -3.230
C14 -4.869 -1.014 3.900
C15 -0.837 -0.673 0.228
C16 -6.345 3.766 0.899
C17 -2.140 4.352 -1.749
C18 0.059 -1.075 -0.932
C19 6.493 0.807 -0.741
C20 5.316 1.478 -1.176
C21 -7.016 2.882 1.937
C22 -0.705 -1.895 -1.959
C23 8.523 0.821 0.110
H1 -8.229 3.053 3.716
H2 6.949 -4.923 -2.326
H3 7.832 -3.461 -1.814
H4 4.436 3.164 -1.367
H5 4.362 -2.712 -3.867
H6 -5.224 -1.913 4.412
H7 -0.733 2.200 -1.792
H8 3.359 1.374 -2.031
H9 3.419 -1.098 -2.258
H10 -5.610 4.425 1.370
H11 -5.733 -0.431 3.578
H12 -8.543 4.313 2.509
H13 3.501 -4.102 -3.085
H14 9.478 -1.120 0.363
H15 -7.708 2.198 1.444
H16 -4.097 -2.457 0.849
H17 -2.819 5.051 -1.260
H18 -0.050 -2.186 -2.782
H19 -3.167 -2.922 3.586
H20 4.681 -4.069 0.718
H21 -1.547 -1.332 -2.365
H22 3.566 -4.721 -0.594
H23 3.405 -3.051 -0.058
H24 -3.605 -0.465 2.251
H25 -3.518 2.705 -1.825
H26 -2.167 4.534 -2.825
H27 -7.071 4.381 0.365
H28 -2.736 1.596 0.256
H29 7.129 -4.579 -0.598
H30 -1.463 2.789 0.446
H31 0.469 -0.181 -1.408
H32 -5.094 -3.137 2.126
H33 -1.221 -1.556 0.747
H34 0.814 -2.622 -0.021
H35 -0.277 -0.092 0.963
H36 -7.080 4.366 3.512
H37 -1.681 -0.078 -0.117
H38 5.102 -4.327 -3.767
H39 -4.309 -0.432 4.633
H40 -5.405 2.676 3.018
H41 -5.608 -1.650 1.307
H42 -1.120 4.564 -1.414
H43 9.410 1.335 0.498
H44 -3.162 3.280 0.596
H45 -5.807 3.149 0.177
H46 -1.085 -2.818 -1.510